The following is a quantum chemistry calculation of C40H46AsN3O4PbS6 as an isolated structure, from OMol25.

ORCA input file:
```
! wB97M-V def2-TZVPD RIJCOSX def2/J DEFGRID3
* xyz 0 1
Pb 0.3852 -0.7559 1.1158
C -1.7567 1.8669 4.3554
C -0.8832 2.5165 3.2956
S -0.9706 1.8244 1.6295
C -2.7442 1.7053 1.3132
C -3.5492 0.4619 1.7477
S -2.6887 -1.1267 1.7074
C -2.7498 -1.7710 3.4137
C -2.7083 -0.8040 4.5874
S -1.2043 0.1962 4.7679
H -2.8015 1.8375 4.0491
H -1.7059 2.4806 5.2557
H 0.1744 2.4371 3.5569
H -1.1206 3.5792 3.2138
H -2.7926 1.7872 0.2307
H -3.2072 2.6060 1.7249
H -4.3809 0.3722 1.0478
H -3.9699 0.5870 2.7405
H -1.8776 -2.4284 3.4573
H -3.6457 -2.3874 3.5066
H -2.7747 -1.4054 5.4943
H -3.5635 -0.1303 4.6098
S 2.4175 0.8643 1.7390
C 3.4259 0.8192 0.2648
C 4.8062 0.6696 0.4846
C 5.7178 0.7351 -0.5506
C 5.2782 0.9549 -1.8514
C 3.9232 1.0714 -2.0907
C 2.9819 0.9920 -1.0572
As 1.0733 1.0496 -1.5388
C 1.1754 -0.3251 -2.9370
C 2.1268 -1.3401 -2.8392
C 2.1558 -2.3828 -3.7587
C 1.2375 -2.4229 -4.7974
C 0.2859 -1.4177 -4.9079
C 0.2523 -0.3876 -3.9801
C 1.1376 2.7117 -2.5751
C 1.0714 3.8787 -1.8109
C 1.1054 5.1240 -2.4205
C 1.1959 5.2198 -3.8052
C 1.2526 4.0651 -4.5713
C 1.2233 2.8130 -3.9601
H 5.1518 0.5098 1.4994
H 6.7738 0.6120 -0.3425
H 5.9834 1.0175 -2.6702
H 3.5809 1.2202 -3.1080
H 2.8654 -1.3180 -2.0471
H 2.9007 -3.1628 -3.6566
H 1.2609 -3.2317 -5.5174
H -0.4446 -1.4454 -5.7072
H -0.5263 0.3581 -4.0685
H 0.9983 3.8091 -0.7301
H 1.0675 6.0215 -1.8154
H 1.2276 6.1918 -4.2822
H 1.3359 4.1326 -5.6493
H 1.2957 1.9227 -4.5717
C -1.7366 -5.6123 1.0984
C -0.3222 -5.1239 1.2737
C 0.4128 -5.4451 2.4068
C 1.7035 -4.9722 2.5845
C 2.2625 -4.1488 1.6194
C 1.5620 -3.8440 0.4528
C 0.2741 -4.3283 0.2926
S 3.8699 -3.4658 1.8806
O 4.3392 -3.0023 0.6066
O 4.5876 -4.4152 2.6795
N 3.7002 -2.1345 2.7911
C 3.4135 -2.1609 4.2346
C 2.1023 -1.4738 4.5494
C 0.8937 -2.2769 4.1215
O 0.4464 -3.1613 4.8383
O 0.4163 -1.9642 2.9627
H -2.0121 -6.3155 1.8841
H -1.8579 -6.1110 0.1354
H -2.4451 -4.7807 1.1254
H -0.0371 -6.0556 3.1812
H 2.2533 -5.2113 3.4854
H 2.0340 -3.2278 -0.3016
H -0.2865 -4.0743 -0.5998
H 3.3356 -1.3440 2.2747
H 4.2155 -1.6400 4.7560
H 3.4227 -3.1880 4.5947
H 2.0923 -0.4959 4.0608
H 2.0423 -1.3300 5.6279
C -2.2122 4.2684 -3.8451
C -3.1245 3.2947 -3.1726
C -4.4525 3.4666 -2.9496
C -5.1320 2.4528 -2.2306
N -4.5616 1.3390 -1.8199
C -3.2473 1.1144 -2.1100
S -2.3733 -0.2294 -1.6697
N -2.5673 2.1462 -2.7345
C -6.5696 2.6513 -1.8567
H -2.7441 5.1841 -4.0893
H -1.8103 3.8372 -4.7645
H -1.3629 4.5075 -3.1995
H -4.9573 4.3634 -3.2771
H -1.5704 2.0045 -2.8466
H -7.1054 3.2137 -2.6209
H -6.6244 3.2219 -0.9260
H -7.0470 1.6885 -1.6945
*
```

Output
Energy above the lowest of the compared OMol25 structures with the same formula, charge and spin ... 33.1 kJ/mol
Gap between HOMO and LUMO ... 7.37 eV

=====

The following is a quantum chemistry calculation of C40H46BrF9N2O4PZn as an isolated structure, from OMol25.

ORCA input file:
```
! wB97M-V def2-TZVPD RIJCOSX def2/J DEFGRID3
* xyz -1 1
Zn 11.3039 13.9182 12.3576
Br 15.0585 9.6079 16.7255
C 13.6521 10.6328 16.0969
C 12.4140 10.0312 15.9851
C 11.3497 10.8358 15.6511
C 11.4995 12.2167 15.2972
O 10.3721 12.9056 14.9611
C 12.7384 12.7732 15.4139
C 13.1579 14.1150 14.9135
N 12.6131 14.7221 13.9364
C 13.2192 15.9288 13.4714
C 14.0171 16.7756 14.2746
C 14.4351 18.0400 13.7896
C 14.2445 18.3197 12.4602
C 13.5612 17.4256 11.6185
C 13.3393 17.6175 10.2204
C 12.5654 16.7653 9.4906
C 12.0106 15.6519 10.1441
N 12.1729 15.4877 11.4165
C 12.9122 16.3293 12.1621
C 13.8299 11.9877 15.9032
H 12.2576 8.9928 16.1032
H 10.3325 10.4334 15.7330
H 14.0306 14.4878 15.3754
H 14.1996 16.4592 15.2791
H 15.0421 18.7116 14.3901
H 14.8480 19.0877 11.9357
H 13.7749 18.4852 9.7406
H 12.4952 16.8780 8.4337
H 11.2855 14.9667 9.6690
H 14.8227 12.4089 16.1871
C 8.7726 13.3668 10.9500
C 9.8184 12.7666 11.8607
O 9.0204 12.1380 12.9839
H 8.4096 14.2260 11.5374
H 7.9485 12.6797 10.7406
H 9.2316 13.8334 10.0609
O 12.2229 12.1877 12.2970
P 11.2652 11.3713 11.4087
C 10.0699 10.0848 12.2139
C 9.8187 8.6201 11.7202
C 8.4716 8.4134 11.0476
C 7.2934 8.9881 11.8115
C 7.4913 10.4256 12.0121
C 8.7923 10.7040 12.7671
C 12.7611 10.0530 11.1340
C 12.8742 8.9803 10.0465
C 12.8770 7.4723 10.4183
C 13.5535 7.1895 11.7022
C 13.0205 8.1054 12.7503
C 13.3421 9.5562 12.4664
C 11.2412 11.8984 9.5580
C 10.2051 11.0652 8.7200
C 10.4305 11.3345 7.1439
C 11.0944 12.6408 6.8608
C 12.5067 12.6964 7.4938
C 12.6033 11.8844 8.8160
H 10.8145 10.0593 13.0308
H 9.7465 8.0305 12.6756
H 10.5695 8.2110 11.0658
H 8.2858 7.3524 10.8799
H 8.3362 8.8363 10.0572
H 7.1690 8.4804 12.7650
H 6.3671 8.7772 11.2268
H 6.6147 10.8502 12.6435
H 7.4912 11.0045 11.0828
H 8.6625 10.3817 13.8238
H 9.8426 12.4420 14.2599
H 13.4915 10.7385 10.8177
H 13.7697 9.0455 9.4977
H 12.0961 9.1459 9.2948
H 13.2954 6.9159 9.5721
H 11.8676 7.1146 10.5154
H 14.6994 7.2408 11.6861
H 13.4381 6.0635 11.9689
H 13.5069 7.7889 13.6929
H 11.9081 7.9488 12.8709
H 14.4198 9.6994 12.6621
H 12.8728 10.1771 13.2460
H 10.8770 12.9327 9.7773
H 9.2210 11.3065 9.1864
H 10.2266 9.9958 8.9743
H 9.4536 11.3721 6.6629
H 10.9050 10.5381 6.6990
H 10.3886 13.4883 6.9904
H 11.2636 12.8182 5.8077
H 12.6017 13.7595 7.7792
H 13.3338 12.4610 6.8076
H 13.4691 12.2794 9.3353
H 12.8198 10.8332 8.6021
F 7.6242 17.2625 12.8029
C 8.8116 17.8297 13.0538
F 9.5355 16.9974 13.7522
F 8.4956 18.9782 13.7727
C 9.5126 18.2595 11.7322
O 10.1998 17.3008 11.1926
C 10.3858 19.5272 12.0599
F 11.2207 19.2533 13.0759
F 11.2805 19.6584 11.0069
F 9.7636 20.6200 12.3504
C 8.3821 18.8507 10.7532
F 7.5914 17.8955 10.2880
F 7.6021 19.8339 11.2105
F 8.9998 19.3163 9.6379
*
```

Output
Gap between HOMO and LUMO ... 5.50 eV

=====

The following is a quantum chemistry calculation of C40H46P2SiTi as an isolated structure, from OMol25.

ORCA input file:
```
! wB97M-V def2-TZVPD RIJCOSX def2/J DEFGRID3
* xyz 0 3
Ti -1.9198 -0.2263 -1.0138
C -2.8972 -0.4781 -3.5163
C -2.2651 0.7218 -3.2931
C -2.8569 2.0121 -2.8031
C -3.9627 1.7469 -1.7937
C -3.5452 0.8037 -0.6722
C -3.9147 -0.5839 -0.7240
C -4.6769 -1.2766 -1.8387
C -4.3418 -0.8151 -3.3044
C 1.0115 -0.7973 2.7122
H -2.2921 -1.2572 -4.1108
H -1.2716 0.8503 -3.7321
H -3.2318 2.6916 -3.5767
H -2.0734 2.6217 -2.3247
H -4.2378 2.6827 -1.3166
H -4.9131 1.5686 -2.3174
H -3.3607 1.2976 0.3090
H -4.0161 -1.1306 0.2180
H -5.7732 -1.2086 -1.7274
H -4.4370 -2.3601 -1.7278
H -4.4865 -1.7174 -3.9040
H -5.1019 -0.1528 -3.7760
H 1.2050 -1.1578 1.7166
H 1.2902 -1.5362 3.4265
H 1.6939 -0.0158 2.9774
P 1.0870 0.6996 -1.2800
P -0.6384 -0.0852 2.8725
C -0.0499 1.3308 -0.0214
C -0.7864 0.5631 0.9590
C 2.0189 2.1190 -2.0067
C 1.3759 3.1770 -2.6930
C 2.1455 4.1879 -3.2673
C 3.5475 4.2217 -3.2001
C 4.1916 3.2486 -2.4480
C 3.4210 2.2140 -1.8727
C 0.5562 -0.5932 -2.7095
C -0.4524 -1.5707 -2.5080
C -0.2794 -2.9350 -2.8344
C 0.7006 -3.2294 -3.7652
C 1.5151 -2.1876 -4.2646
C 1.5311 -0.9025 -3.7099
C -0.8772 1.2222 4.2235
C -0.1262 2.4214 4.1348
C -0.1981 3.4234 5.1171
C -1.1009 3.2563 6.1681
C -1.9362 2.1324 6.2452
C -1.8392 1.1291 5.2622
C -1.7592 -1.5938 2.8665
C -1.3058 -2.9277 3.0605
C -2.2065 -4.0077 3.0349
C -3.5609 -3.7870 2.7490
C -3.9563 -2.4946 2.3762
C -3.0991 -1.3959 2.4680
H -0.1868 2.4320 -0.2132
H -1.9181 0.3353 0.7460
H 0.2872 3.1775 -2.7709
H 1.6456 4.9918 -3.7816
H 4.1114 4.9999 -3.7128
H 5.2756 3.3249 -2.3304
H 3.9343 1.4483 -1.3013
H -1.5819 -1.3938 -2.3590
H -0.9223 -3.6686 -2.3199
H 0.8271 -4.2598 -4.1109
H 2.2269 -2.4452 -5.0367
H 2.3163 -0.2252 -4.0417
H 0.4786 2.6189 3.2537
H 0.4375 4.3203 5.0592
H -1.1754 4.0257 6.9305
H -2.6674 2.0444 7.0601
H -2.5521 0.3022 5.2762
H -0.2476 -3.1954 3.1873
H -1.8669 -5.0093 3.2617
H -4.3047 -4.5896 2.8001
H -4.9520 -2.3380 1.9585
H -3.4317 -0.3848 2.2238
C 5.3197 -0.2038 2.4558
Si 4.9502 -1.0369 0.8229
C 6.0527 -0.4174 -0.6059
C 5.0009 -2.8849 0.8610
C 3.1837 -0.6924 0.1524
C 2.2354 -0.3919 -0.5268
H 6.3572 -0.4703 2.6915
H 4.6679 -0.5271 3.2758
H 5.2251 0.8892 2.4395
H 7.1140 -0.6446 -0.4525
H 5.6931 -0.9295 -1.5041
H 5.9400 0.6580 -0.7778
H 4.2586 -3.2832 1.5512
H 4.7336 -3.2406 -0.1341
H 5.9909 -3.2551 1.1288
*
```

Output
Expectation value of S² ... 2.018
Energy above the lowest of the compared OMol25 structures with the same formula, charge and spin ... 605.8 kJ/mol
Gap between HOMO and LUMO (alpha / beta) ... 4.09 / 6.19 eV